Computed, not measured: CH3NSSi in the gas phase, with ωB97M-V/def2-TZVPD.

```
7
CH3NSSi (ωB97M-V/def2-TZVPD)
N 0.911 -2.315 -0.503
C 0.431 -1.673 0.353
S -0.144 -0.601 1.493
Si -0.341 0.997 -0.238
H -0.645 2.365 0.497
H -1.177 -0.023 -0.934
H 0.965 1.251 -0.669
```

The value obtained for the energy is -782.2903 Eh. The gap between HOMO and LUMO is 9.5 eV. The value obtained for the largest force on an atom is 3.13 eV Å⁻¹. The SMILES is N#CS[SiH3]. The energy above the lowest of the compared OMol25 structures with the same formula, charge and spin is 32.24 kcal/mol.

Atom charges from the natural (NBO) analysis, given in e for atoms 1 to 6:
1. N -0.339
2. C 0.007
3. S -0.098
4. Si 0.788
5. H -0.110
6. H -0.090